[1]
CO4S2 | wB97M-V/def2-TZVPD

```
7
Properties=species:S:1:pos:R:3:forces:R:3:nbo_charge:R:1
C -0.6299 1.0415 1.2734 1.2 1.0 -0.8 0.259
O -0.5503 -1.2019 -1.8803 0.5 0.4 0.8 -1.058
O 0.0032 2.0552 1.3130 -0.1 -0.8 -0.2 -0.621
O 1.1736 -1.7990 -0.1818 -0.6 0.8 -0.4 -1.063
O 1.4616 0.2268 -1.5945 -0.7 -0.5 0.5 -1.062
S -1.9222 0.3477 1.9655 -1.0 -0.7 0.5 -0.395
S 0.4641 -0.6703 -0.8953 0.7 -0.2 -0.4 1.940
```
Forces are in eV/Å.

Output
**Relative energy (zero: lowest compared OMol25 entry of this formula, charge and spin)**: 33.7 kcal/mol
**2S+1**: 1
**E_LUMO (spin up / spin down)**: 5.58 / 5.77 eV
**Total charge**: -2



[2]
C35H45LaN3O7PS4 | wB97M-V/def2-TZVPD

```
96
Properties=species:S:1:pos:R:3:forces:R:3:lowdin_charge:R:1
La 2.3137 0.3109 -1.8092 0.2 0.4 -0.2 1.720
O 5.8937 -2.1299 -2.0556 0.1 0.0 -0.1 -0.441
S 4.8860 -1.7209 -3.0208 -0.1 -0.2 0.1 0.807
O 3.3172 -2.2398 -2.1714 0.0 0.1 -0.1 -0.342
O 4.5333 -0.2940 -2.9188 0.2 0.1 0.1 -0.608
C 2.7919 -3.4438 -2.4236 0.0 -0.1 0.1 -0.333
C 3.5884 -4.5445 -2.7466 0.0 0.0 0.0 -0.027
C 3.0070 -5.7762 -2.9990 0.0 0.0 0.0 -0.098
C 1.6334 -5.9468 -2.9224 -0.1 0.0 0.0 -0.108
C 0.8372 -4.8615 -2.5828 0.0 0.0 0.0 -0.063
C 1.4026 -3.6222 -2.3366 -0.1 0.0 0.0 -0.186
S 0.3540 -2.2587 -1.8991 0.1 0.1 -0.1 0.460
O -1.0006 -2.7535 -1.8936 0.1 0.0 0.0 -0.301
O 0.6310 -1.2128 -2.9051 -0.3 -0.2 -0.1 -0.477
O 0.8509 -1.7642 -0.6069 0.0 0.1 0.0 -0.407
H 4.6627 -4.4290 -2.7778 0.0 0.0 0.0 0.093
H 3.6435 -6.6172 -3.2477 0.0 0.0 0.0 0.095
H 1.1853 -6.9116 -3.1194 0.0 0.0 0.0 0.089
H -0.2381 -4.9501 -2.5080 0.0 0.0 0.0 0.104
S 1.0435 2.9478 -2.0263 0.0 -0.1 0.1 0.400
C 0.1119 2.6966 -3.4907 0.1 0.0 0.0 -0.737
C -1.1463 3.2960 -3.5606 -0.1 0.0 0.0 -0.105
C -1.9677 3.2028 -4.6787 0.0 0.0 0.0 -0.227
C -3.2420 3.8499 -4.6765 -0.1 0.0 0.0 -0.209
N -4.2662 4.3785 -4.6517 0.0 0.0 0.0 0.123
C -1.5152 2.4620 -5.7832 0.0 0.0 0.0 -0.217
C -0.2697 1.8568 -5.7292 0.0 0.0 0.0 -0.085
C 0.5834 1.9533 -4.6186 0.0 0.0 0.0 -0.747
S 2.1444 1.2001 -4.7062 0.0 0.1 0.1 0.445
C -2.3150 2.3283 -6.9643 -0.1 0.0 -0.1 -0.201
N -2.9464 2.2274 -7.9225 0.0 0.0 0.0 0.125
H -1.4924 3.8558 -2.7010 0.0 0.0 0.0 0.099
H 0.0733 1.2835 -6.5800 0.0 0.0 0.0 0.100
N 6.0854 2.1542 0.6070 0.0 0.0 0.0 0.150
C 5.0716 1.4371 0.0353 0.1 0.1 -0.1 -0.547
O 4.4556 1.9108 -0.9119 -0.3 -0.1 -0.1 -0.056
C 4.7904 0.0708 0.5902 -0.1 0.0 0.1 -0.253
C 3.2886 -0.1994 0.5311 0.2 -0.1 0.4 -0.348
H 6.1739 3.1182 0.3333 0.0 0.0 0.0 0.098
H 6.4466 1.8638 1.4965 0.0 0.0 0.0 0.082
H 5.2676 -0.0244 1.5828 0.0 0.1 0.0 0.091
H 5.3268 -0.6240 -0.0679 0.0 0.0 0.0 0.093
H 2.7822 0.4068 1.3017 0.1 0.0 -0.2 0.003
H 3.0884 -1.2483 0.7774 0.0 0.0 0.0 0.013
C -2.4372 3.5165 4.3808 0.0 0.0 0.0 -0.215
C -2.6393 3.8058 2.8847 0.0 0.0 0.0 -0.194
C -1.6920 2.9692 2.0134 0.0 0.0 0.0 -0.219
C -1.4533 1.5961 2.6473 -0.1 -0.1 0.0 -0.466
C -0.6517 1.7946 3.9471 0.0 -0.1 0.0 -0.213
C -0.9890 3.1228 4.6456 0.0 0.0 0.0 -0.208
P -0.5612 0.4911 1.4460 0.1 0.1 0.0 1.141
C -1.8993 -0.0915 0.2916 0.0 -0.1 0.1 -0.433
C -3.3488 -0.2854 0.7873 0.0 0.0 0.1 -0.196
C -4.2616 0.8466 0.3168 0.0 0.0 0.0 -0.197
C -4.3505 0.8920 -1.2205 0.0 0.0 0.0 -0.186
C -3.0460 0.4131 -1.8745 0.1 -0.1 0.0 -0.174
C -1.8643 0.7604 -0.9809 0.1 0.0 -0.1 -0.239
C -0.2111 -1.0817 2.3590 0.0 -0.1 0.0 -0.455
C -1.3607 -1.7661 3.1154 0.0 0.1 0.0 -0.193
C -0.8447 -2.8934 4.0310 0.0 0.0 0.0 -0.204
C 0.4263 -3.5126 3.4582 0.0 -0.1 0.0 -0.206
C 1.5670 -2.4815 3.4183 0.0 0.0 0.0 -0.188
C 1.0360 -1.0504 3.2457 0.0 0.1 0.1 -0.221
H -3.0871 2.6933 4.6937 0.0 0.0 0.0 0.106
H -2.7276 4.3828 4.9814 0.0 0.0 0.0 0.098
H -2.4740 4.8685 2.6864 0.0 0.0 0.0 0.105
H -3.6759 3.5974 2.6054 0.0 0.0 0.0 0.100
H -0.7243 3.4662 1.9033 0.0 0.0 0.0 0.118
H -2.0869 2.8853 1.0007 0.0 0.0 0.0 0.082
H -2.4313 1.1700 2.9020 0.0 0.0 0.0 0.097
H 0.4191 1.7617 3.7295 0.0 0.0 0.0 0.103
H -0.8527 0.9605 4.6255 0.0 0.0 0.0 0.098
H -0.3349 3.9162 4.2718 0.0 0.0 0.0 0.109
H -0.7906 3.0427 5.7181 0.0 0.0 0.0 0.100
H -1.5170 -1.0732 -0.0044 0.0 0.0 0.0 0.076
H -3.3982 -0.3961 1.8730 0.0 0.1 0.0 0.078
H -3.7302 -1.2264 0.3760 0.0 0.0 0.0 0.116
H -3.8739 1.7985 0.6936 0.0 0.0 0.0 0.086
H -5.2588 0.7332 0.7544 0.0 0.0 0.0 0.101
H -4.5686 1.9136 -1.5441 0.0 0.0 0.0 0.103
H -5.1877 0.2777 -1.5639 0.0 0.0 0.0 0.100
H -2.9288 0.8485 -2.8663 0.0 0.1 0.0 0.104
H -3.0580 -0.6722 -2.0123 0.0 0.0 0.0 0.111
H -1.8499 1.8330 -0.7635 0.0 0.0 0.0 0.089
H -0.9097 0.5629 -1.4645 0.0 0.1 -0.3 0.061
H 0.0578 -1.7130 1.5034 0.0 0.0 0.0 0.079
H -2.0748 -2.1721 2.3960 0.0 0.0 0.0 0.103
H -1.9098 -1.0326 3.7164 0.0 0.0 0.0 0.095
H -1.6203 -3.6526 4.1649 0.0 0.0 0.0 0.099
H -0.6284 -2.4957 5.0288 0.0 0.0 0.0 0.104
H 0.2172 -3.8717 2.4468 0.0 0.0 0.0 0.113
H 0.7278 -4.3905 4.0369 0.0 0.0 0.0 0.098
H 2.2384 -2.7121 2.5889 0.0 0.0 0.0 0.101
H 2.1621 -2.5458 4.3350 0.0 0.0 0.0 0.101
H 1.8109 -0.4157 2.8109 -0.1 -0.1 0.1 0.072
H 0.7818 -0.6263 4.2220 0.0 0.0 0.0 0.094
```
Forces are in eV/Å.

Output
**Relative energy (zero: lowest compared OMol25 entry of this formula, charge and spin)**: 5.9 kcal/mol
**2S+1**: 1
**E_LUMO**: 3.97 eV
**Total charge**: -2



[3]
C40H34N2O5S4Sb2Tl | wB97M-V/def2-TZVPD

```
88
Properties=species:S:1:pos:R:3:forces:R:3:lowdin_charge:R:1
Tl -0.3969 -0.0031 0.8683 0.0 0.1 -0.1 0.479
O -0.9900 2.0413 2.1311 0.2 -0.1 0.2 -0.313
N -1.6311 3.0650 1.6429 -0.2 0.3 -0.2 -0.224
C -2.3519 3.8252 2.4947 -0.2 0.1 0.2 -0.027
C -3.0785 4.9091 2.0762 0.0 0.0 0.0 -0.082
C -3.0556 5.2539 0.7264 0.1 -0.1 -0.1 -0.094
C -2.2993 4.4949 -0.1349 -0.2 0.2 0.3 -0.107
C -1.5843 3.3717 0.3087 0.1 -0.4 -0.3 -0.668
S -0.7106 2.3890 -0.7831 0.1 0.1 -0.1 0.537
H -2.3181 3.4921 3.5205 0.0 -0.1 0.0 0.133
H -3.6577 5.4700 2.7947 0.0 0.0 0.0 0.096
H -3.6257 6.0990 0.3641 0.0 0.0 0.0 0.098
H -2.2429 4.7244 -1.1882 0.0 0.0 0.0 0.096
S -4.9763 -0.2189 2.6220 0.1 0.0 0.2 0.500
C -3.5268 -0.3978 1.7762 0.1 -0.2 -0.3 -1.921
S -2.3756 -0.9664 2.9007 -0.5 0.0 0.3 0.431
S -3.2701 -0.1254 0.1425 -0.1 0.1 0.2 0.455
C -1.2146 -0.9119 -3.0992 0.0 0.1 0.0 -0.405
C -0.8101 0.0789 -4.1905 0.0 0.0 0.0 -0.384
C 0.3122 1.0473 -3.7891 -0.1 -0.2 0.1 -0.431
Sb 1.6767 0.3648 -2.2108 0.3 0.4 -0.7 1.261
C 3.2395 0.0572 -3.6978 -0.1 0.0 0.3 -0.440
C 3.0740 -0.7067 -4.8510 0.1 0.0 -0.1 -0.165
C 4.0866 -0.8009 -5.7958 0.0 0.0 0.0 -0.101
C 5.2777 -0.1131 -5.6099 0.0 0.0 0.0 -0.114
C 5.4575 0.6535 -4.4684 0.1 0.0 0.0 -0.110
C 4.4479 0.7284 -3.5177 0.0 -0.1 0.0 -0.162
C 4.3176 -1.3383 0.3128 0.1 -0.3 0.0 -0.271
C 3.5410 -2.2086 1.0664 -0.1 0.2 0.0 0.003
C 3.9734 -3.5108 1.2578 0.1 0.0 0.0 -0.074
C 5.1626 -3.9469 0.6930 0.0 -0.1 0.0 -0.091
C 5.9090 -3.0802 -0.0925 0.0 0.1 0.0 -0.079
C 5.4879 -1.7752 -0.2890 0.0 0.2 0.0 -0.008
Sb 0.3508 -2.4048 -2.9293 -0.6 -0.6 0.0 1.400
C -0.9095 -3.8487 -4.0033 0.2 0.1 0.1 -0.361
C -1.5255 -4.9208 -3.3667 0.0 0.0 -0.1 -0.119
C -2.3912 -5.7522 -4.0664 0.0 0.0 0.0 -0.095
C -2.6402 -5.5266 -5.4118 0.0 -0.1 0.0 -0.111
C -2.0160 -4.4713 -6.0601 0.0 0.0 0.0 -0.105
C -1.1549 -3.6399 -5.3574 0.0 0.0 0.0 -0.150
C -0.0988 -3.2767 -1.0289 0.1 0.1 -0.2 -0.433
C 0.8361 -4.1334 -0.4569 0.0 0.1 0.0 -0.158
C 0.5407 -4.8024 0.7236 0.0 0.0 0.0 -0.104
C -0.6856 -4.6075 1.3438 0.0 0.0 0.0 -0.083
C -1.6237 -3.7593 0.7718 -0.1 0.0 0.0 -0.099
C -1.3349 -3.1017 -0.4150 0.0 -0.1 -0.1 -0.186
H -2.1462 -1.4165 -3.3602 0.0 -0.1 0.1 0.065
H -1.3616 -0.3962 -2.1464 0.0 0.0 0.0 -0.002
H -1.6893 0.6677 -4.4720 0.0 0.0 -0.1 0.104
H -0.5108 -0.4863 -5.0821 0.0 0.1 0.0 0.073
H -0.1214 1.9477 -3.3602 -0.1 0.1 0.0 -0.021
H 0.9079 1.3384 -4.6552 0.1 0.0 0.1 0.043
H 2.1443 -1.2347 -5.0231 0.0 0.0 0.0 0.041
H 3.9436 -1.4034 -6.6850 0.0 0.0 0.0 0.096
H 6.0586 -0.1679 -6.3584 0.0 0.0 0.0 0.093
H 6.3821 1.2011 -4.3269 0.0 0.0 0.0 0.094
H 4.5903 1.3242 -2.6221 0.1 0.0 0.0 0.082
H 2.6055 -1.8703 1.4989 0.0 0.0 -0.1 0.122
H 3.3744 -4.1834 1.8565 0.0 0.0 0.0 0.101
H 5.5049 -4.9607 0.8527 0.0 0.0 0.0 0.099
H 6.8328 -3.4093 -0.5498 0.0 0.0 0.0 0.103
H 6.0605 -1.0814 -0.8912 0.0 0.0 0.0 0.120
H -1.3422 -5.1072 -2.3161 0.0 0.0 0.0 0.086
H -2.8788 -6.5743 -3.5566 0.0 0.0 0.0 0.098
H -3.3210 -6.1704 -5.9546 0.0 0.0 0.0 0.094
H -2.2045 -4.2936 -7.1121 0.0 0.0 0.0 0.096
H -0.6758 -2.8130 -5.8725 0.0 0.0 0.0 0.084
H 1.7976 -4.2822 -0.9382 0.0 0.0 0.0 0.089
H 1.2631 -5.4871 1.1529 0.0 0.0 0.0 0.093
H -0.9148 -5.1258 2.2664 0.0 0.0 0.0 0.101
H -2.5834 -3.6071 1.2479 0.0 0.0 0.0 0.097
H -2.0844 -2.4691 -0.8735 0.0 0.0 0.1 0.059
O 3.9331 -0.0268 0.1033 0.2 0.1 0.4 -0.009
C 3.2638 0.6154 1.1368 -0.7 -0.1 -1.2 -0.441
O 2.2218 1.1466 0.8924 0.6 0.3 0.5 -0.021
C 3.9002 0.5669 2.4577 0.5 0.0 1.0 -0.112
C 5.2783 0.3878 2.6110 -0.3 0.2 -0.3 0.015
C 5.8225 0.2390 3.8656 0.2 -0.1 0.6 0.023
C 4.9876 0.2435 4.9808 -0.6 0.3 -1.4 -0.140
C 3.6254 0.4923 4.8459 0.3 -0.1 0.6 0.031
C 3.0901 0.6768 3.5902 -0.1 -0.1 -0.6 0.037
N 5.5526 0.0210 6.2888 0.5 -0.1 1.0 -0.356
O 6.7533 -0.1700 6.3715 0.0 0.0 -0.2 0.072
O 4.8085 0.0313 7.2509 -0.2 0.0 -0.1 0.081
H 5.9190 0.4031 1.7406 0.0 -0.2 0.0 0.128
H 6.8854 0.1192 4.0103 0.0 -0.1 0.0 0.120
H 3.0128 0.5339 5.7343 -0.1 0.0 0.0 0.125
H 2.0350 0.8790 3.4528 0.0 0.0 0.0 0.132
```
Forces are in eV/Å.

Output
**Relative energy (zero: lowest compared OMol25 entry of this formula, charge and spin)**: 31.8 kcal/mol
**2S+1**: 1
**E_LUMO (spin up / spin down)**: 0.44 / 0.45 eV
**Total charge**: -1



[4]
C4H3N3O2 | wB97M-V/def2-TZVPD

```
12
Properties=species:S:1:pos:R:3:forces:R:3:nbo_charge:R:1
H 1.0785 -2.5865 -1.9157 1.0 -0.8 0.8 0.333
N 1.4840 -2.0914 -1.0959 -1.6 0.5 -1.2 -0.590
C 1.0217 -0.9413 -1.3935 1.9 0.1 1.8 0.214
N 1.2932 0.2046 -0.4895 -3.1 -0.4 -1.4 -0.358
C 0.2406 0.6282 0.1111 1.8 0.9 0.5 0.257
N 0.3355 1.8750 0.9476 -2.5 -3.3 1.9 -0.414
C -0.6444 1.6149 1.8026 2.6 3.0 -2.1 0.378
O -1.5133 0.6342 1.4901 -3.0 0.9 4.7 -0.461
C -1.1858 -0.0213 0.4639 4.8 1.1 -3.8 0.738
O -1.7980 -0.7788 -0.1652 -1.7 -2.2 -0.9 -0.487
H 0.6295 -0.8061 -2.4026 -0.5 1.0 0.4 0.174
H -0.9413 2.2686 2.6472 0.3 -0.7 -0.6 0.216
```
Forces are in eV/Å.

Output
**Relative energy (zero: lowest compared OMol25 entry of this formula, charge and spin)**: 37.3 kcal/mol
**2S+1**: 1
**E_LUMO**: -0.98 eV
**Total charge**: 0
**SMILES**: [H]/N=C/N=C1/N=COC1=O



[5]
B2CsF8 | wB97M-V/def2-TZVPD

```
11
Properties=species:S:1:pos:R:3:forces:R:3:lowdin_charge:R:1
Cs -20.2888 -4.9725 -6.5305 0.0 -0.2 -0.2 1.359
B -19.0830 -3.1173 -3.8976 0.1 -0.4 1.6 -1.305
F -20.1775 -2.3735 -3.4167 0.4 0.4 -0.6 0.088
F -18.5908 -2.7769 -5.1587 -0.1 0.8 -0.5 0.039
F -18.0422 -3.0983 -2.9405 -0.3 0.1 -0.5 0.084
F -19.5670 -4.4343 -4.0474 0.0 -0.8 0.4 -0.107
B -21.4524 -8.1525 -6.0493 0.2 -0.4 0.3 -1.340
F -22.3178 -9.1819 -5.7056 -0.1 0.0 0.0 0.116
F -20.9487 -7.5034 -4.9026 0.3 -0.1 0.1 0.035
F -20.4044 -8.6505 -6.8512 0.1 0.2 0.1 0.075
F -22.1181 -7.1427 -6.7663 -0.6 0.4 -0.7 -0.043
```
Forces are in eV/Å.

Output
**Relative energy (zero: lowest compared OMol25 entry of this formula, charge and spin)**: 9.4 kcal/mol
**2S+1**: 1
**E_LUMO**: 1.98 eV
**Total charge**: -1



[6]
C4H8NO2S | wB97M-V/def2-TZVPD

```
16
Properties=species:S:1:pos:R:3:forces:R:3:nbo_charge:R:1
O -1.4006 2.9760 0.4705 -0.4 0.7 1.4 -0.638
C -1.0531 1.8424 0.7337 1.1 -0.4 -5.3 0.520
N -0.3758 1.1730 -0.3629 -0.4 1.3 1.5 -0.665
C -0.0340 -0.2211 -0.4781 -1.0 -2.4 0.7 -0.069
C 0.4001 -0.9258 0.9816 -1.1 -0.1 -1.6 -0.066
O -0.4983 -0.6887 2.0914 -0.9 0.3 0.6 -0.783
C 1.0519 -0.4253 -1.6102 -0.2 -0.4 0.2 -0.526
S 1.3810 -2.2906 -1.7757 0.1 1.4 -0.1 -0.717
H -1.3146 1.2467 1.5907 0.3 -0.2 0.5 0.165
H -0.3347 1.6539 -1.3032 -0.3 -0.3 2.0 0.397
H -1.0184 -0.7693 -0.7887 1.8 0.4 0.4 0.163
H 1.3468 -0.5271 1.3267 0.2 0.2 -0.1 0.171
H 0.4932 -2.0157 0.8662 0.1 0.6 -0.6 0.215
H -1.3115 -1.2381 2.2141 1.4 0.3 -1.1 0.473
H 1.9381 0.2191 -1.3157 -0.7 -0.9 -0.2 0.176
H 0.7299 -0.0093 -2.6404 0.0 -0.5 1.7 0.185
```
Forces are in eV/Å.

Output
**Relative energy (zero: lowest compared OMol25 entry of this formula, charge and spin)**: 48.5 kcal/mol
**2S+1**: 1
**E_LUMO**: 3.29 eV
**Total charge**: -1
**SMILES**: O=CN[C@H](CO)C[S-]